# C18H33N4O7

A 3-piece molecular cluster, C18H33N4O7 overall at a distorted geometry (the ωB97M-V functional and the def2-TZVPD basis, OMol25).

Element x y z (Å)
N: 3.970 -0.978 0.508
C: 2.441 -0.973 0.294
N: 1.973 0.116 -0.643
C: 2.334 1.441 -0.010
C: 1.091 2.491 0.180
N: -0.213 1.878 0.635
C: -0.410 0.460 0.154
C: -2.052 0.311 -0.143
C: -2.932 -0.059 1.142
C: -4.542 -0.256 0.986
C: -4.989 -0.030 -0.564
C: -3.886 0.377 -1.654
N: -2.412 0.573 -1.561
C: 0.530 -0.003 -1.099
C: 0.136 -1.416 -1.813
C: -0.430 -2.598 -0.853
O: -1.543 -3.285 -1.589
H: 4.330 -1.816 -0.022
H: 4.109 -1.257 1.524
H: 1.996 -0.699 1.367
H: 2.178 -2.065 -0.034
H: 2.572 0.037 -1.519
H: 2.850 1.344 1.059
H: 3.143 1.997 -0.684
H: 0.975 3.127 -0.805
H: 1.426 3.256 1.033
H: -0.383 1.990 1.663
H: -0.170 -0.291 1.051
H: -2.431 -0.191 2.198
H: -5.227 -0.522 1.897
H: -6.117 -0.164 -0.877
H: -4.314 0.562 -2.756
H: 0.396 0.833 -1.942
H: -0.617 -1.160 -2.702
H: 1.124 -1.833 -2.336
H: -0.760 -2.292 0.223
H: 0.414 -3.429 -0.746
H: -1.350 -3.233 -2.590
C: 5.386 4.696 0.759
O: 5.579 5.858 -0.045
C: 4.475 6.254 -0.728
O: 3.383 5.709 -0.704
O: 4.798 7.360 -1.444
C: 3.725 7.891 -2.219
H: 6.332 4.471 1.260
H: 4.626 4.878 1.525
H: 5.113 3.837 0.137
H: 2.898 8.201 -1.572
H: 3.385 7.160 -2.961
H: 4.095 8.773 -2.750
C: -3.408 -3.786 0.276
O: -4.395 -4.531 0.988
C: -3.909 -5.613 1.648
O: -2.743 -5.974 1.672
O: -4.946 -6.223 2.275
C: -4.581 -7.387 3.015
H: -3.908 -2.945 -0.213
H: -2.655 -3.388 0.964
H: -2.940 -4.405 -0.496
H: -3.875 -7.132 3.812
H: -4.160 -8.150 2.352
H: -5.486 -7.793 3.475

E = -39478.2957 eV
orbital gap = 8.68 eV
multiplicity = 1
net charge = +1
maximum force = 8.04 eV/A

Atom charges from the Löwdin analysis, given in e for atoms 1 to 4: 0.002, -0.193, -0.106, -0.115

# C20H28B2NO40S6

A 9-piece molecular cluster, C20H28B2NO40S6 overall at a distorted geometry (the ωB97M-V functional and the def2-TZVPD basis, OMol25).

Element x y z (Å)
N: -15.682 8.554 5.776
H: -15.310 9.375 5.320
H: -15.719 7.826 5.076
H: -16.626 8.805 6.030
H: -15.181 8.160 6.559
O: -12.059 7.774 11.797
C: -13.159 7.413 12.294
O: -13.467 7.634 13.590
B: -14.952 7.602 13.745
O: -15.400 6.899 12.468
C: -14.397 6.939 11.631
O: -14.504 6.888 10.404
O: -15.477 6.748 14.911
C: -15.918 7.613 15.839
O: -16.369 7.280 16.933
C: -16.081 9.033 15.101
O: -15.636 8.921 13.870
O: -16.778 10.008 15.576
O: -22.418 12.766 0.670
C: -21.821 12.962 1.726
O: -20.525 12.533 1.921
B: -20.033 13.334 3.078
O: -21.232 13.836 3.709
C: -22.231 13.853 2.871
O: -23.294 14.430 3.135
O: -19.061 14.418 2.605
C: -17.881 14.137 2.982
O: -16.963 14.895 2.658
C: -17.865 12.905 3.873
O: -19.175 12.549 4.058
O: -16.914 12.346 4.416
C: -14.405 4.484 -0.096
C: -12.950 4.684 0.462
O: -13.221 5.107 1.744
S: -14.476 4.150 2.385
O: -15.474 5.036 2.949
O: -14.043 3.042 3.242
O: -14.968 3.642 0.882
H: -14.628 3.976 -1.034
H: -14.825 5.490 -0.113
H: -12.438 5.570 0.089
H: -12.244 3.889 0.223
C: -9.157 4.157 3.765
C: -8.839 5.785 3.800
O: -8.805 5.933 5.219
S: -9.940 5.026 5.997
O: -11.231 5.758 5.942
O: -9.369 4.593 7.266
O: -9.948 3.831 4.804
H: -8.284 3.505 3.773
H: -9.712 4.046 2.834
H: -9.580 6.380 3.265
H: -7.810 6.050 3.557
C: -10.239 12.272 5.103
C: -10.886 13.298 6.132
O: -10.744 12.667 7.325
S: -10.861 10.997 7.214
O: -12.213 10.577 7.435
O: -9.824 10.233 7.916
O: -10.499 10.926 5.558
H: -9.157 12.353 4.998
H: -10.717 12.320 4.125
H: -11.935 13.286 5.834
H: -10.502 14.315 6.213
C: -18.932 9.651 10.692
C: -18.185 10.151 9.425
O: -18.600 9.149 8.414
S: -19.683 8.085 8.952
O: -18.946 6.884 9.422
O: -20.806 7.966 8.021
O: -20.057 9.127 10.118
H: -19.202 10.525 11.284
H: -18.548 8.902 11.384
H: -17.121 10.324 9.583
H: -18.622 11.113 9.153
C: -23.412 7.102 3.838
C: -23.237 8.523 3.303
O: -21.921 8.816 3.726
S: -20.867 7.599 3.472
O: -19.942 7.344 4.568
O: -20.393 7.490 2.097
O: -22.095 6.537 3.582
H: -24.251 6.462 3.563
H: -23.453 7.058 4.927
H: -24.000 9.176 3.729
H: -23.204 8.555 2.214
C: -13.211 11.835 -0.682
C: -13.068 10.436 -1.513
O: -14.116 9.607 -0.954
S: -14.251 9.888 0.702
O: -13.099 9.506 1.422
O: -15.621 9.681 1.314
O: -13.998 11.504 0.440
H: -13.723 12.543 -1.334
H: -12.194 12.207 -0.557
H: -12.123 10.026 -1.156
H: -13.148 10.433 -2.600

E = -170948.5612 eV
relative energy (zero: lowest compared OMol25 entry of this formula, charge and spin) = 867.0 kJ/mol
orbital gap = 8.08 eV
multiplicity = 1
net charge = -1
maximum force = 5.97 eV/A

Atom charges from the Löwdin analysis, given in e for atoms 1 to 4: 0.374, 0.154, 0.150, 0.147

# C9H12N2OS

One molecule with the formula C9H12N2OS at a distorted geometry (the ωB97M-V functional and the def2-TZVPD basis, OMol25).

Element x y z (Å)
C: 1.570 -2.798 -1.146
C: 1.445 -1.335 -1.026
C: 2.248 -0.402 -1.462
C: 2.069 0.931 -1.056
C: 1.160 1.370 -0.201
C: 0.272 0.366 0.433
N: -0.353 0.402 1.525
C: -1.003 1.649 1.849
C: -2.429 1.321 1.399
N: -2.617 0.814 -0.022
S: -2.408 -0.828 -0.463
O: -0.907 -0.916 -1.135
C: 0.203 -0.985 -0.263
H: 2.318 -3.064 -1.946
H: 1.844 -3.302 -0.250
H: 0.566 -3.209 -1.336
H: 3.019 -0.593 -2.178
H: 2.824 1.751 -1.274
H: 1.006 2.338 0.144
H: -0.470 2.491 1.596
H: -1.167 1.745 2.998
H: -2.833 0.418 1.952
H: -3.092 2.121 1.652
H: -3.213 1.495 -0.407
H: -0.051 -1.779 0.617

E = -25386.6526 eV
structure (SMILES) = CC1=CC=C/C2=N\CCNSO[C@@H]12
relative energy (zero: lowest compared OMol25 entry of this formula, charge and spin) = 396.2 kJ/mol
orbital gap = 8.57 eV
multiplicity = 1
net charge = 0
maximum force = 4.84 eV/A

Atom charges from the Löwdin analysis, given in e for atoms 1 to 4: -0.043, -0.237, -0.054, -0.082

# C4H7F2N

C4H7F2N as an isolated structure at a distorted geometry (the ωB97M-V functional and the def2-TZVPD basis, OMol25).

Element x y z (Å)
C: 0.019 0.698 0.619
C: 0.927 -0.480 0.375
C: -0.069 -1.193 -0.664
C: -1.028 -0.315 0.209
H: 1.045 1.673 -0.707
H: -0.475 1.569 -1.246
H: -0.180 1.174 1.695
H: 1.020 -1.090 1.312
H: -0.076 -0.892 -1.689
H: 0.027 -2.299 -0.535
H: -1.069 -0.868 1.297
N: 0.136 1.757 -0.390
F: 2.087 0.082 -0.154
F: -2.364 0.184 -0.122

E = -11184.0096 eV
relative energy (zero: lowest compared OMol25 entry of this formula, charge and spin) = 182.3 kJ/mol
orbital gap = 10.59 eV
multiplicity = 1
net charge = 0
maximum force = 4.71 eV/A

Atom charges from the Löwdin analysis, given in e for atoms 1 to 4: -0.322, -0.274, -0.001, -0.272

The calculation returns the following M values, one per record and in order: 417.483 1136.437 196.275 107.103 g mol⁻¹.